(1)
DFT (wB97M-V/def2-TZVPD) results for 10 unconnected molecules or ions with the total composition C43H107ClN3O10 in a non-equilibrium geometry.

```
! wB97M-V def2-TZVPD RIJCOSX def2/J DEFGRID3
* xyz 1 1
C -3.691 -1.382 5.014
C -2.276 -1.687 4.449
C -1.448 -0.371 4.392
C -1.184 -0.037 2.892
C -1.300 1.459 2.545
C -2.780 1.946 2.593
C -3.230 2.868 1.436
C -2.407 4.167 1.254
C -2.011 4.473 -0.206
C -0.807 3.667 -0.722
C 0.481 3.952 0.079
C 1.775 3.815 -0.748
C 2.340 2.393 -0.766
C 1.741 1.476 -1.860
N 2.668 0.349 -2.213
C 2.482 -0.831 -1.523
N 2.763 -0.779 -0.145
C 4.116 -1.206 0.313
C 5.217 -0.202 -0.044
C 6.609 -0.829 0.108
Cl 5.111 1.290 0.933
N 2.015 -1.931 -2.146
O 1.901 -3.087 -1.411
C 0.504 -3.427 -1.221
C -0.247 -2.473 -0.333
C 1.670 -2.009 -3.593
C 1.927 -3.428 -4.139
C 0.208 -1.517 -3.828
C 0.105 -0.241 -4.698
C -1.172 0.581 -4.407
H -4.466 -1.981 4.509
H -3.731 -1.623 6.088
H -3.940 -0.318 4.889
H -2.358 -2.141 3.453
H -1.788 -2.420 5.110
H -0.485 -0.545 4.899
H -1.980 0.468 4.862
H -1.876 -0.579 2.232
H -0.163 -0.368 2.633
H -0.630 2.078 3.168
H -0.950 1.586 1.505
H -3.019 2.407 3.566
H -3.390 1.027 2.514
H -3.247 2.275 0.501
H -4.275 3.161 1.636
H -1.531 4.173 1.923
H -3.059 4.995 1.587
H -1.718 5.537 -0.290
H -2.876 4.325 -0.875
H -1.026 2.584 -0.691
H -0.609 3.925 -1.778
H 0.444 4.948 0.543
H 0.554 3.191 0.877
H 2.539 4.436 -0.248
H 1.656 4.216 -1.769
H 3.417 2.439 -0.994
H 2.246 1.920 0.224
H 0.767 1.067 -1.544
H 1.631 2.085 -2.772
H 2.823 0.214 -3.210
H 2.031 -1.252 0.387
H 4.035 -1.232 1.412
H 4.413 -2.189 -0.088
H 5.107 0.136 -1.087
H 6.623 -1.796 -0.424
H 7.368 -0.164 -0.334
H 6.833 -0.992 1.174
H 0.537 -4.413 -0.747
H -0.008 -3.560 -2.189
H -1.287 -2.833 -0.263
H -0.289 -1.445 -0.728
H 0.153 -2.488 0.692
H 2.306 -1.353 -4.204
H 1.640 -4.221 -3.438
H 3.006 -3.520 -4.351
H 1.363 -3.572 -5.074
H -0.305 -1.329 -2.870
H -0.363 -2.318 -4.328
H 0.103 -0.518 -5.767
H 0.996 0.385 -4.515
H -1.908 -0.031 -3.859
H -1.662 0.919 -5.335
H -0.958 1.462 -3.779
C -7.211 3.875 4.394
C -6.067 4.447 3.579
O -6.218 4.196 2.184
H -7.292 2.800 4.230
H -7.064 4.058 5.459
H -8.160 4.329 4.098
H -5.123 3.981 3.865
H -5.979 5.524 3.751
H -7.042 4.611 1.894
C -3.891 1.415 -9.297
C -2.709 1.270 -8.361
O -3.058 1.555 -7.004
H -4.306 2.419 -9.244
H -3.598 1.215 -10.329
H -4.689 0.720 -9.024
H -1.922 1.977 -8.620
H -2.292 0.258 -8.422
H -3.755 0.936 -6.747
C 2.674 6.649 2.694
C 2.168 7.821 1.874
O 1.149 7.432 0.956
H 3.060 5.866 2.038
H 3.468 6.957 3.375
H 1.865 6.214 3.287
H 2.970 8.244 1.270
H 1.789 8.609 2.533
H 0.416 7.072 1.474
C 0.054 -1.786 9.254
C -0.707 -1.831 7.942
O 0.112 -2.361 6.902
H 0.947 -1.169 9.150
H -0.563 -1.378 10.055
H 0.377 -2.789 9.544
H -1.016 -0.830 7.640
H -1.606 -2.449 8.039
H 0.384 -3.249 7.179
C -8.343 3.768 -9.499
C -7.162 3.832 -10.448
O -6.423 2.612 -10.472
H -8.004 3.535 -8.488
H -8.881 4.716 -9.477
H -9.042 2.985 -9.803
H -6.458 4.601 -10.134
H -7.501 4.075 -11.460
H -7.022 1.912 -10.765
C 2.397 -6.157 -8.080
C 1.737 -6.221 -6.717
O 0.516 -5.479 -6.686
H 2.596 -5.121 -8.357
H 3.339 -6.709 -8.089
H 1.744 -6.584 -8.844
H 2.381 -5.778 -5.957
H 1.541 -7.260 -6.434
H -0.081 -5.859 -7.344
C 2.806 -4.923 4.432
C 2.795 -3.854 5.515
O 2.182 -4.362 6.691
H 1.788 -5.249 4.198
H 3.280 -4.560 3.517
H 3.367 -5.795 4.778
H 2.231 -2.967 5.227
H 3.822 -3.551 5.739
H 2.685 -5.149 6.940
C 4.136 -8.396 1.991
C 5.163 -8.334 3.100
O 4.668 -7.701 4.280
H 3.806 -7.394 1.739
H 4.549 -8.866 1.097
H 3.259 -8.967 2.303
H 6.029 -7.751 2.790
H 5.503 -9.344 3.346
H 3.911 -8.219 4.588
C 3.973 1.802 4.779
C 3.173 2.115 6.030
O 1.978 2.832 5.738
H 4.228 2.723 4.252
H 4.895 1.272 5.021
H 3.390 1.183 4.092
H 3.749 2.749 6.702
H 2.923 1.193 6.565
H 1.435 2.281 5.158
*
```

---

(2)
DFT (wB97M-V/def2-TZVPD) results for a molecular structure, C43H108CuN6O15 in a non-equilibrium geometry.

```
! wB97M-V def2-TZVPD RIJCOSX def2/J DEFGRID3
* xyz 0 2
Cu 1.692 -2.611 0.770
C 1.609 -3.628 -3.137
C 2.866 -3.733 -2.237
O 2.722 -4.008 -0.873
H 0.980 -4.518 -3.137
H 1.838 -3.413 -4.181
H 0.945 -2.799 -2.891
H 3.373 -2.771 -2.308
H 3.651 -4.319 -2.715
C -0.614 0.239 -2.008
C 0.784 0.130 -1.293
C 1.081 1.511 -0.687
O 0.918 -0.826 -0.334
H -1.417 0.223 -1.270
H -0.810 -0.675 -2.569
H -0.700 1.105 -2.663
H 1.548 -0.012 -2.058
H 2.060 1.526 -0.208
H 0.475 1.767 0.181
H 1.080 2.367 -1.362
C 4.599 -1.141 0.620
O 3.351 -1.224 1.337
C 3.263 -0.458 2.485
C 1.771 -0.363 2.828
N 0.988 -1.671 2.862
C -0.357 -1.434 3.414
C -0.226 -1.669 4.928
O 0.170 -3.012 5.144
C 0.410 -3.313 6.520
H 5.493 -1.368 1.201
H 4.746 -0.192 0.105
H 4.653 -1.883 -0.178
H 3.494 0.553 2.150
H 3.851 -0.674 3.378
H 1.238 0.248 2.100
H 1.689 0.238 3.734
H 1.430 -2.260 3.553
H -1.148 -2.099 3.067
H -0.771 -0.427 3.365
H -1.179 -1.578 5.450
H 0.378 -0.853 5.326
H 1.154 -2.633 6.934
H 0.852 -4.309 6.526
H -0.439 -3.267 7.203
C 2.097 1.556 -5.526
O 1.285 0.593 -6.260
C -0.108 0.692 -5.999
C -0.802 -0.383 -6.792
N -0.746 -0.129 -8.227
C -1.495 -1.224 -8.905
C -1.418 -1.057 -10.448
O -0.073 -1.206 -10.873
C 0.205 -0.960 -12.210
H 2.174 1.248 -4.483
H 1.710 2.575 -5.548
H 3.100 1.652 -5.943
H -0.543 1.656 -6.261
H -0.225 0.542 -4.926
H -1.838 -0.493 -6.471
H -0.229 -1.277 -6.543
H 0.189 -0.136 -8.608
H -2.530 -1.153 -8.568
H -1.178 -2.250 -8.719
H -1.875 -0.135 -10.807
H -1.993 -1.852 -10.923
H 1.221 -1.250 -12.480
H 0.071 0.091 -12.464
H -0.435 -1.597 -12.821
C -1.932 -3.867 -4.474
O -2.314 -2.547 -4.740
C -3.426 -2.100 -3.962
C -3.710 -0.579 -4.356
N -4.697 0.042 -3.479
C -4.176 0.346 -2.181
C -5.238 1.132 -1.312
O -6.353 0.264 -1.012
C -7.078 0.599 0.120
H -0.981 -4.045 -4.974
H -2.643 -4.575 -4.899
H -1.775 -4.057 -3.412
H -3.172 -2.162 -2.904
H -4.358 -2.658 -4.059
H -4.243 -0.647 -5.304
H -2.828 0.010 -4.606
H -5.487 -0.576 -3.358
H -3.270 0.951 -2.216
H -3.992 -0.590 -1.654
H -5.534 2.066 -1.790
H -4.798 1.383 -0.347
H -7.712 -0.231 0.431
H -7.749 1.430 -0.100
H -6.473 0.705 1.021
C -6.784 1.662 6.900
O -5.622 2.496 6.836
C -4.471 1.843 7.338
C -3.294 2.854 7.491
N -2.693 3.270 6.184
C -1.727 2.291 5.713
C -1.411 2.667 4.240
O -2.638 2.528 3.513
C -2.499 2.942 2.127
H -6.821 0.862 6.161
H -7.671 2.251 6.664
H -6.924 1.267 7.906
H -4.220 0.946 6.771
H -4.690 1.402 8.310
H -2.452 2.339 7.954
H -3.656 3.691 8.089
H -3.380 3.304 5.444
H -2.157 1.289 5.712
H -0.807 2.289 6.297
H -0.772 1.926 3.761
H -0.986 3.663 4.115
H -3.402 2.764 1.544
H -1.696 2.357 1.678
H -2.206 3.990 2.061
C -1.558 -7.950 0.363
O -0.819 -6.810 0.692
C -1.526 -5.920 1.485
C -0.650 -4.678 1.633
N -0.012 -4.160 0.374
C -0.973 -3.544 -0.566
C -1.979 -2.469 0.008
O -3.108 -3.157 0.510
C -4.071 -2.353 1.231
H -2.387 -7.684 -0.294
H -1.829 -8.479 1.276
H -0.889 -8.573 -0.231
H -1.813 -6.358 2.441
H -2.432 -5.640 0.947
H 0.234 -4.918 2.224
H -1.209 -3.923 2.186
H 0.185 -5.012 -0.130
H -1.580 -4.347 -0.985
H -0.427 -3.077 -1.385
H -2.341 -1.878 -0.833
H -1.500 -1.841 0.759
H -4.759 -3.085 1.654
H -4.638 -1.736 0.534
H -3.665 -1.795 2.075
C 2.029 4.218 1.599
O 3.242 4.788 2.043
C 4.362 4.054 1.529
C 5.737 4.547 1.994
N 5.919 4.332 3.457
C 7.298 4.673 3.950
C 7.236 4.592 5.461
O 6.631 5.688 6.123
C 6.711 5.576 7.525
H 1.944 4.280 0.514
H 1.210 4.816 1.999
H 1.887 3.169 1.857
H 4.321 3.926 0.447
H 4.282 3.040 1.920
H 6.037 5.548 1.684
H 6.508 3.976 1.476
H 5.151 4.764 3.952
H 7.594 5.665 3.610
H 8.062 3.970 3.620
H 8.290 4.576 5.739
H 6.835 3.659 5.856
H 6.065 4.716 7.701
H 6.407 6.507 8.003
H 7.716 5.321 7.860
C 3.906 3.753 -2.611
C 4.345 2.239 -2.713
O 5.623 2.178 -2.135
H 4.535 4.326 -3.292
H 4.032 4.195 -1.623
H 2.874 3.911 -2.926
H 4.356 1.942 -3.762
H 3.604 1.733 -2.093
H 5.868 1.255 -2.238
*
```

---

Number 1: E -83784.564 eV. Number 2: E -130621.785 eV.